DFT (the ωB97M-V functional and the def2-TZVPD basis) results for a single C3H8NO2 molecule in a non-equilibrium geometry.

Properties
- multiplicity = 2
- F_max (eV/Å) = 1.77
- ⟨S²⟩ = 0.754
- E_HOMO (spin up / spin down) (eV) = -9.392 / -9.320
- M (u) = 90.10
- frontier orbital gap (spin up / spin down) (eV) = 10.3 / 7.5
- energy above the lowest of the compared OMol25 structures with the same formula, charge and spin (kcal/mol) = 19.2

Last column: natural (NBO) charge in e.
Cartesian coordinates (Å):
N: 1.224 -1.236 0.683  -0.854
C: 0.418 -0.105 0.165  -0.103
C: -0.555 -0.526 -0.960  -0.075
O: -0.080 -0.270 -2.265  -0.704
C: -0.356 0.562 1.317  -0.153
O: -0.879 1.769 1.094  -0.264
H: 0.996 -1.438 1.642  0.364
H: 2.181 -1.117 0.408  0.380
H: 1.123 0.581 -0.307  0.177
H: -1.528 -0.099 -0.771  0.153
H: -0.668 -1.606 -0.867  0.190
H: 0.318 0.611 -2.242  0.460
H: 0.316 0.540 2.202  0.203
H: -1.105 -0.169 1.667  0.226

Atomic forces in eV per Å
-1.28 0.71 -0.99
0.00 -0.61 -0.44
0.42 -0.77 0.64
0.20 0.38 0.15
1.40 -0.96 -0.01
-0.35 0.17 0.03
0.73 -0.12 0.17
0.28 -0.30 0.74
-0.08 0.49 0.29
-0.46 0.53 -0.22
-0.04 -0.06 -0.14
-0.17 -0.16 -0.25
-0.09 0.53 0.08
-0.55 0.19 -0.04